1.
{"formula": "CH3ClFN", "method": "wB97M-V/def2-TZVPD", "molar_mass_g_mol": 83.5, "lumo_ev": [-0.07, -0.07], "total_charge": 0, "e_tot_ha": -654.56500, "homo_lumo_gap_ev": [8.97, 8.97], "homo_energy_ev": [-9.0, -9.0], "symbols": ["H", "H", "H", "C", "F", "Cl", "N"], "positions_angstrom": [[-0.02, -1.25, 0.33], [-0.65, 0.46, -1.40], [1.00, -0.07, 1.50], [0.69, -0.50, 0.42], [1.73, -0.67, -0.47], [-2.17, 1.06, 0.13], [-0.59, 0.97, -0.51]]}

2.
{"formula": "C18H28Cl3FO4P", "method": "wB97M-V/def2-TZVPD", "molar_mass_g_mol": 464.7, "lumo_ev": 2.08, "total_charge": -1, "e_tot_ha": -2825.22152, "homo_lumo_gap_ev": 6.43, "homo_energy_ev": -4.3, "symbols": ["O", "C", "H", "H", "H", "C", "C", "H", "H", "C", "C", "H", "H", "H", "C", "C", "C", "H", "O", "H", "H", "C", "H", "Cl", "H", "C", "H", "H", "O", "P", "C", "C", "H", "H", "F", "H", "H", "C", "C", "O", "C", "H", "H", "C", "C", "C", "H", "H", "H", "H", "H", "H", "H", "Cl", "Cl"], "positions_angstrom": [[2.29, -3.00, -1.30], [0.91, -1.68, 0.34], [2.40, 1.81, 3.57], [1.23, -4.06, 0.36], [0.71, -2.38, -2.66], [3.43, 0.91, -2.43], [3.25, 3.44, 0.67], [-2.40, -2.76, 1.12], [-0.58, -0.71, 1.77], [-3.26, 0.82, -2.11], [-2.63, -0.99, -0.20], [-1.39, -2.81, -0.51], [4.99, 2.49, -2.00], [-0.27, -2.50, 2.03], [3.23, -0.43, -1.52], [3.04, 3.11, -0.91], [-0.44, -1.70, 1.21], [1.20, -0.53, -2.99], [0.90, -0.90, -0.87], [4.11, 0.69, -3.32], [3.86, 2.61, 1.16], [-2.34, -0.30, -1.57], [2.77, 0.91, 2.01], [-7.73, -0.62, 2.31], [3.27, 4.09, -1.49], [-4.52, 1.34, -1.36], [-1.45, -0.66, -2.19], [-5.17, 2.17, -1.79], [0.08, 2.58, 1.54], [1.83, -1.56, -2.19], [-4.82, 0.66, 0.02], [4.10, 2.02, -1.43], [-4.23, -0.92, 1.57], [1.96, 2.84, -1.12], [2.68, -1.93, -3.66], [-5.76, 1.02, 0.57], [2.64, -2.99, 0.69], [1.31, 2.62, 1.79], [1.92, 1.39, 2.61], [2.02, 3.77, 1.37], [-3.89, -0.47, 0.57], [3.02, -0.03, -0.46], [-3.04, 1.28, -3.14], [-1.73, -2.18, 0.38], [-7.02, -1.90, 3.31], [1.69, -3.06, 0.03], [1.13, 0.60, 2.87], [1.64, -1.15, 1.06], [3.93, 4.38, 0.70], [2.40, 1.27, -2.77], [4.20, -1.04, -1.43], [4.56, 1.48, -0.53], [-7.45, -1.83, 4.31], [-7.41, -3.49, 2.65], [-5.27, -1.69, 3.44]]}

3.
{"formula": "C23H34N6O3", "method": "wB97M-V/def2-TZVPD", "molar_mass_g_mol": 442.6, "lumo_ev": 0.44, "total_charge": 0, "e_tot_ha": -1451.06478, "homo_lumo_gap_ev": 8.27, "homo_energy_ev": -7.8, "symbols": ["H", "C", "H", "H", "H", "O", "H", "C", "H", "H", "C", "C", "N", "N", "H", "N", "H", "N", "C", "H", "H", "H", "C", "C", "C", "H", "C", "C", "H", "C", "C", "C", "H", "C", "C", "H", "C", "H", "H", "H", "H", "C", "H", "H", "H", "N", "C", "H", "H", "H", "H", "C", "H", "O", "H", "H", "N", "H", "H", "C", "O", "C", "H", "C", "C", "H"], "positions_angstrom": [[-2.94, -3.39, 4.02], [-3.19, -2.44, 2.11], [-0.51, 1.39, 2.87], [6.42, 2.30, 0.46], [8.57, -0.76, 0.34], [-0.01, -1.70, 0.80], [-4.06, -3.04, 1.82], [-3.78, -1.96, -2.41], [-4.69, -3.14, -3.92], [-3.30, -2.20, -4.46], [-3.70, -2.79, -3.64], [6.92, 0.41, -0.42], [-3.13, -2.31, -1.36], [2.35, 1.81, 1.29], [-2.00, -3.10, 0.43], [5.09, 0.87, 1.16], [5.27, 1.76, -0.77], [-1.34, -0.15, 1.76], [2.77, 0.89, 0.25], [4.30, 1.25, 3.02], [0.01, 1.10, -0.12], [7.46, 0.84, -1.26], [-2.35, -3.19, 3.13], [7.89, 0.01, 0.69], [5.89, 1.42, 0.08], [-2.30, 0.19, 1.81], [-5.48, 1.04, -1.49], [-1.11, -1.30, 1.12], [1.95, 0.20, 0.04], [-5.33, -0.24, -3.38], [-0.27, 0.81, 1.98], [-0.07, 1.72, 0.78], [1.01, 3.30, 1.74], [4.63, 1.82, 2.15], [1.18, 2.59, 0.93], [5.47, 2.46, 2.45], [3.46, 2.68, 1.65], [-3.05, -3.64, -3.46], [4.29, -0.61, -0.07], [-3.55, -1.50, 2.54], [-2.01, -4.14, 2.72], [-4.65, -0.04, -1.27], [7.33, -0.37, 1.54], [-5.72, 1.80, -0.78], [3.14, 3.34, 2.46], [-3.18, -1.58, -0.23], [-5.91, 0.91, -2.82], [0.65, 0.25, 2.16], [-5.59, -1.06, -5.46], [8.47, 0.88, 1.01], [1.33, 3.16, 0.00], [-6.60, 0.77, -4.85], [-1.48, -2.61, 3.42], [-6.68, 1.52, -3.73], [3.65, -0.54, 1.58], [3.02, 1.42, -0.69], [-4.56, -0.83, -2.42], [-7.17, 1.11, -5.70], [-0.94, 2.37, 0.65], [-5.80, -0.32, -4.71], [-3.93, 0.23, 0.95], [-2.37, -2.15, 0.84], [6.40, -0.48, -0.78], [3.97, 0.06, 0.73], [-3.91, -0.42, -0.09], [3.79, 3.30, 0.80]]}

4.
{"formula": "C5H8O4S", "method": "wB97M-V/def2-TZVPD", "molar_mass_g_mol": 164.2, "lumo_ev": [-1.70, -2.44], "total_charge": 0, "e_tot_ha": -894.31891, "homo_lumo_gap_ev": [8.03, 6.77], "homo_energy_ev": [-9.7, -9.2], "symbols": ["H", "H", "H", "S", "H", "C", "O", "H", "C", "O", "O", "C", "H", "H", "H", "C", "O", "C"], "positions_angstrom": [[-1.85, -1.47, -0.99], [-0.44, -0.99, 2.08], [-0.47, -2.02, -0.50], [1.99, -0.06, 0.36], [0.17, 1.39, -2.03], [-0.36, 1.23, 0.01], [2.99, 0.50, 1.29], [-1.89, -0.07, 2.22], [-0.80, -1.14, -0.87], [2.15, -1.41, -0.03], [-0.87, 2.21, 0.51], [-1.24, -0.60, 1.55], [1.01, 2.54, -1.12], [-1.83, -1.47, 1.26], [-0.30, -0.75, -1.73], [0.70, 1.48, -1.15], [1.83, 0.74, -1.09], [-0.81, -0.10, 0.24]]}